Here is C50H40CsF3N10O4PS3 as an isolated structure at a distorted geometry from the Open Molecules 2025 dataset. Energies are from wB97M-V/def2-TZVPD.

```
112
Properties=species:S:1:pos:R:3:forces:R:3:mulliken_charge:R:1
Cs -0.239158 -0.040498 1.745732 0.0 0.1 -1.4 1.35
C -4.344875 -1.272354 -3.828517 0.0 0.0 -0.1 -0.89
N -4.728760 -0.860142 -2.499274 -0.1 0.0 0.0 0.32
C -5.296015 0.340258 -2.164092 0.0 0.0 0.0 -0.19
C -5.374946 0.342533 -0.803080 0.0 0.0 0.0 -0.79
N -4.865922 -0.816212 -0.288582 0.0 0.1 0.0 -0.45
C -4.487947 -1.521222 -1.324487 0.2 -0.1 0.0 0.19
P -3.761675 -3.188153 -1.380754 -0.3 0.1 0.1 -0.44
C -2.021242 -2.757655 -1.680240 0.0 -0.1 -0.1 -0.33
N -1.263311 -1.825414 -1.137491 -0.3 0.0 0.0 0.16
C -0.052842 -1.913277 -1.750037 0.1 0.0 0.1 -0.75
C -0.069800 -2.920355 -2.675013 0.1 0.0 0.0 -0.62
N -1.327606 -3.452132 -2.637011 0.1 0.1 0.0 0.58
C -1.799490 -4.526568 -3.485464 0.0 -0.1 0.0 -0.84
C -3.839594 -3.669109 0.370762 0.2 -0.1 -0.3 0.37
N -4.872281 -3.474810 1.155666 0.0 0.0 0.1 -0.62
C -4.549550 -4.108030 2.325248 -0.1 0.0 0.1 -0.84
C -3.329166 -4.706941 2.222595 0.0 0.0 0.0 -0.09
N -2.886808 -4.447814 0.956406 -0.1 0.1 0.1 0.52
C -1.638295 -4.909671 0.387959 0.0 -0.1 -0.1 -0.35
H -4.967493 -0.748089 -4.552675 0.0 0.0 0.0 0.40
H -3.294888 -1.040015 -4.022567 0.0 0.0 0.0 0.28
H -4.506127 -2.345128 -3.940224 0.0 0.0 0.0 0.33
H -5.568148 1.068893 -2.907275 0.0 0.1 0.0 0.47
H -5.776019 1.109873 -0.166267 0.0 0.1 0.1 0.54
H 0.752817 -1.242833 -1.502687 0.0 0.0 0.0 0.52
H 0.677942 -3.292252 -3.352878 0.0 0.0 0.0 0.46
H -1.004841 -4.772096 -4.187411 0.0 0.0 0.0 0.33
H -2.041840 -5.415581 -2.901486 0.0 0.0 0.0 0.31
H -2.686079 -4.222129 -4.039941 0.0 0.0 0.0 0.24
H -5.203328 -4.084603 3.180089 0.0 0.0 0.0 0.42
H -2.719895 -5.245255 2.923985 0.0 -0.1 0.1 0.41
H -1.211759 -5.661810 1.049436 0.0 0.0 0.0 0.23
H -1.818736 -5.374131 -0.585507 0.0 0.0 0.1 0.11
H -0.942945 -4.083074 0.299419 0.1 0.0 0.0 -0.04
S -5.173862 4.344710 -4.165110 0.0 0.0 -0.2 -0.15
C -6.578371 4.472014 -3.202376 -0.1 0.0 0.1 -0.38
C -6.325972 4.148293 -1.902995 0.0 0.0 -0.1 -0.68
C -4.967207 3.796449 -1.688038 0.0 0.0 0.0 -0.58
C -4.219032 3.858322 -2.827217 0.2 -0.1 0.1 0.32
C -2.790997 3.540354 -2.961840 -0.1 -0.1 0.0 0.47
C -2.275994 2.395691 -2.307590 0.0 0.1 0.0 -0.94
N -1.014712 2.052125 -2.322440 -0.1 0.0 0.0 -0.32
C -0.154966 2.836315 -2.994911 0.3 -0.2 0.0 -0.26
C -0.553377 3.979152 -3.699938 0.0 0.2 -0.1 1.26
C 0.424801 4.787838 -4.379821 -0.1 -0.1 0.1 -0.99
C 1.732947 4.473012 -4.331256 0.0 -0.1 0.1 -1.03
C 2.183037 3.312792 -3.606295 0.1 0.2 -0.1 1.16
C 3.544526 2.983902 -3.504488 -0.1 0.1 0.0 -1.04
C 3.929569 1.878416 -2.787952 0.1 -0.1 0.1 0.59
C 2.900288 1.106501 -2.200958 0.0 -0.1 -0.1 -0.69
N 1.627208 1.382973 -2.284257 0.0 0.0 0.0 -0.08
C 1.256154 2.483334 -2.963968 -0.2 0.1 0.1 -0.47
C 5.332258 1.480075 -2.595040 -0.3 -0.1 0.0 0.52
C 5.805157 0.365998 -1.959248 0.1 0.1 0.0 -0.32
C 7.223153 0.309014 -1.924086 0.0 0.1 0.0 -0.73
C 7.799547 1.380326 -2.533870 0.0 -0.1 0.1 -0.38
S 6.628149 2.461707 -3.146666 0.1 0.1 -0.1 -0.24
C -1.914149 4.317262 -3.675770 0.0 0.0 0.0 -0.83
H -7.514556 4.777735 -3.636557 0.0 0.0 0.0 0.46
H -7.074749 4.164975 -1.126575 0.0 0.0 0.0 0.39
H -4.546128 3.530669 -0.730608 0.0 0.0 0.1 0.73
H -2.953399 1.757275 -1.749678 0.0 -0.1 0.0 0.60
H 0.087486 5.666440 -4.916131 0.0 0.0 0.0 0.40
H 2.470939 5.091732 -4.827026 0.0 0.0 0.0 0.39
H 4.273307 3.623146 -3.992122 0.0 0.0 0.0 0.43
H 3.149532 0.226579 -1.623649 0.0 -0.1 0.1 0.43
H 5.172339 -0.380461 -1.506774 0.0 -0.1 0.0 0.55
H 7.780179 -0.486888 -1.454916 0.0 0.0 0.0 0.42
H 8.848550 1.592375 -2.648958 0.0 0.0 0.0 0.45
H -2.251572 5.214425 -4.183675 0.0 0.0 0.0 0.52
C 1.877121 -8.724580 0.745632 0.0 -0.1 0.0 -1.56
C 1.706309 -7.300595 1.192762 0.0 0.1 -0.1 1.10
C 1.961181 -6.243803 0.322249 0.0 -0.1 0.0 -0.79
C 1.785179 -4.929120 0.722113 0.0 0.0 0.0 -0.24
C 1.343726 -4.652098 2.007117 0.0 -0.1 -0.1 -0.38
C 1.105506 -5.689391 2.894862 0.0 0.0 0.0 -0.79
C 1.282107 -7.002271 2.483045 0.0 0.0 0.1 -0.66
S 1.048679 -2.959863 2.488447 -0.1 -0.5 0.3 1.51
O -0.282294 -2.655266 1.979460 0.2 -1.4 0.2 -0.56
O 1.179559 -2.953883 3.931527 0.0 0.0 0.0 -0.85
N 2.054357 -2.068466 1.717106 0.1 0.0 0.0 0.04
C 3.370221 -1.976895 2.104729 -0.2 0.3 -0.2 0.17
C 4.090861 -2.927444 2.789156 0.4 -0.2 0.2 -0.47
C 5.449177 -2.733661 3.117059 -0.1 -0.1 0.0 -1.12
C 6.105940 -1.583814 2.794223 -0.1 0.1 -0.1 -1.00
C 5.394687 -0.560410 2.113734 0.3 0.0 0.1 1.48
C 5.987988 0.690743 1.819643 0.0 -0.1 0.0 -0.78
C 5.252274 1.660289 1.212487 -0.1 0.0 0.0 -0.92
C 3.915103 1.358107 0.866797 0.1 0.2 -0.1 -0.29
N 3.339714 0.210397 1.092309 0.0 -0.2 0.2 -0.23
C 4.049887 -0.753236 1.746343 -0.2 0.0 -0.1 -0.21
H 2.527230 -8.786922 -0.126299 0.0 0.0 0.0 0.37
H 0.920074 -9.173874 0.473472 0.0 0.0 0.0 0.27
H 2.311658 -9.340735 1.532719 0.0 0.0 0.0 0.38
H 2.313863 -6.454422 -0.680558 0.0 0.0 0.0 0.34
H 1.984956 -4.108973 0.045688 0.0 0.1 0.0 0.47
H 0.789821 -5.457763 3.903116 0.0 0.0 0.0 0.54
H 1.097138 -7.809948 3.182609 0.0 0.0 0.0 0.37
H 3.615416 -3.844429 3.107844 0.0 0.0 0.0 0.46
H 5.968036 -3.520046 3.653236 0.0 0.0 0.0 0.39
H 7.141609 -1.423278 3.066424 0.0 0.0 0.0 0.36
H 7.022420 0.858539 2.099229 0.0 0.0 0.0 0.38
H 5.663959 2.632510 0.979208 0.0 0.0 0.0 0.45
H 3.306938 2.111391 0.375939 0.0 0.0 0.0 0.63
F -1.091518 4.349480 4.416855 0.0 0.0 -0.1 -0.26
C -1.240056 4.129099 3.096896 0.0 0.2 0.1 0.64
F -2.575491 4.150175 2.850451 0.0 0.0 0.0 -0.27
F -0.717715 5.199254 2.464975 -0.1 -0.1 0.1 -0.25
C -0.623189 2.776202 2.620693 -0.1 0.3 0.1 0.64
O -0.680937 1.854628 3.454951 -0.2 1.0 0.8 -0.88
O -0.208758 2.777408 1.452576 0.0 0.4 0.0 -0.76
```
Forces are in eV/Å.

Total energy = -126089.78304 eV
Total charge = -1
Relative energy (zero: lowest compared OMol25 entry of this formula, charge and spin) = 0.707 eV

Here is C54H52NOP2SW as an isolated structure from the Open Molecules 2025 dataset. Energies are from wB97M-V/def2-TZVPD.

```
112
Properties=species:S:1:pos:R:3:forces:R:3:mulliken_charge:R:1
W -0.166621 -0.739407 0.330371 0.2 -0.3 0.0 1.19
O -1.809329 -0.360160 -0.952578 0.1 0.0 0.1 -0.29
S -1.734824 -1.937074 -0.976974 -0.2 -0.2 -0.2 -0.54
C -0.730576 -2.477405 -2.345207 0.0 0.0 0.1 0.89
C -1.104479 -3.697581 -2.886776 -0.1 0.0 0.0 -0.62
C -0.308761 -4.271926 -3.871888 0.0 0.0 0.0 -0.85
C 0.832630 -3.617559 -4.305518 0.0 0.0 0.0 -0.81
C 1.187081 -2.378797 -3.772293 0.0 0.0 0.0 -0.32
C 0.417076 -1.796302 -2.778254 0.0 0.0 0.0 -0.01
P 0.677482 -0.118707 -2.120341 0.0 -0.1 0.1 1.82
C -0.270518 0.920637 -3.255831 0.0 0.0 -0.1 0.30
C 0.139014 0.905787 -4.594581 0.0 0.0 0.0 -0.40
C -0.530096 1.669737 -5.533421 0.0 0.0 0.0 -0.83
C -1.613217 2.452612 -5.146097 0.0 0.0 0.0 -0.77
C -2.023992 2.464935 -3.822666 0.0 0.0 0.0 -0.84
C -1.360623 1.694105 -2.876815 0.0 0.1 0.0 -0.09
C 2.404850 0.344345 -2.389138 0.0 0.0 0.0 0.43
C 2.690948 1.650158 -2.793718 0.0 0.0 0.0 -1.07
C 4.008425 2.068374 -2.915277 0.0 0.0 0.0 -0.83
C 5.048273 1.192267 -2.631992 0.0 0.0 0.0 -0.93
C 4.769832 -0.111304 -2.235955 0.0 0.0 0.0 -0.95
C 3.455597 -0.533302 -2.112873 0.0 0.0 0.0 0.11
C -1.703103 -0.979901 1.777475 -0.3 -0.2 0.4 -0.02
C -2.444099 -2.095240 2.211034 0.1 0.0 0.0 0.14
C -3.176488 -2.015774 3.379795 0.0 0.0 0.1 -0.99
C -3.192946 -0.844801 4.150184 0.0 0.0 0.0 -0.82
C -2.499104 0.278199 3.737721 -0.1 0.0 0.0 -0.40
C -1.792519 0.188358 2.543309 0.0 0.1 -0.2 -0.93
P -0.893823 1.371998 1.563562 0.2 0.0 0.0 2.60
C 0.309052 2.232255 2.597291 0.0 0.0 0.1 0.74
C 1.143252 1.448199 3.402750 0.0 -0.1 0.0 -0.41
C 2.026742 2.044264 4.282661 0.0 0.0 0.0 -0.62
C 2.081278 3.431242 4.377436 0.0 0.0 0.0 -0.75
C 1.237824 4.215312 3.602537 0.0 0.0 0.0 -0.76
C 0.350154 3.621402 2.714512 0.0 0.0 -0.1 -0.64
C -1.958938 2.550957 0.748865 0.0 0.1 0.1 0.34
C -3.343051 2.455220 0.877582 0.0 0.0 -0.1 -0.81
C -4.153483 3.408709 0.276230 0.0 0.0 0.0 -0.84
C -3.584611 4.454765 -0.436858 0.0 0.0 0.0 -0.76
C -2.203273 4.549978 -0.568078 0.0 0.0 0.0 -0.83
C -1.387818 3.596637 0.016810 0.0 0.0 -0.1 -0.37
H -2.008566 -4.195739 -2.553643 0.0 0.0 0.0 0.55
H -0.591429 -5.222986 -4.303468 0.0 0.0 0.0 0.48
H 1.448464 -4.060158 -5.077382 0.0 0.0 0.0 0.52
H 2.069239 -1.871042 -4.143071 0.0 0.0 0.0 0.53
H 0.988901 0.309390 -4.907168 0.0 0.0 0.0 0.40
H -0.209912 1.655558 -6.566892 0.0 0.0 0.0 0.48
H -2.140520 3.045092 -5.882512 0.0 0.0 0.0 0.45
H -2.874593 3.063699 -3.522480 0.0 0.0 0.0 0.53
H -1.715570 1.685720 -1.859790 0.0 0.1 0.0 0.43
H 1.888697 2.335448 -3.039736 0.0 0.0 0.0 0.56
H 4.221994 3.075046 -3.251381 0.0 0.0 0.0 0.57
H 6.075592 1.514672 -2.747981 0.0 0.0 0.0 0.48
H 5.578642 -0.806288 -2.045812 0.0 0.0 0.0 0.58
H 3.252528 -1.556565 -1.823692 0.0 0.0 0.0 0.12
H -2.438391 -3.029516 1.659192 0.0 0.0 0.0 0.47
H -3.743506 -2.874260 3.717693 0.0 0.0 0.0 0.49
H -3.766453 -0.822551 5.068009 0.0 0.0 0.0 0.51
H -2.518984 1.195096 4.314828 0.0 0.0 0.0 0.58
H 1.081416 0.364571 3.363109 0.0 0.1 0.0 0.22
H 2.658266 1.432015 4.914430 0.0 0.0 0.0 0.55
H 2.762164 3.898930 5.077312 0.0 0.0 0.0 0.47
H 1.253606 5.292828 3.702380 0.0 0.0 0.0 0.50
H -0.319618 4.243788 2.138375 0.0 0.0 0.0 0.53
H -3.789267 1.647195 1.443817 0.0 0.0 0.0 0.44
H -5.228800 3.341947 0.377415 0.0 0.0 0.0 0.48
H -4.221048 5.205124 -0.889202 0.0 0.0 0.0 0.47
H -1.765055 5.368717 -1.125160 0.0 0.0 0.0 0.50
H -0.310228 3.675198 -0.086906 0.0 0.0 0.0 0.46
C 3.060282 3.769000 0.023161 0.0 0.0 0.0 -1.95
C 3.386696 2.404844 0.562347 0.0 0.1 0.0 0.84
C 4.627940 2.145507 1.166132 0.1 0.0 0.1 -0.88
C 4.956692 0.885298 1.736107 0.1 0.1 0.0 -0.22
C 6.290990 0.676359 2.392862 0.0 0.0 0.0 -1.87
C 4.032869 -0.120108 1.682547 -0.1 0.0 -0.1 -0.44
C 2.758496 0.083774 1.071045 0.0 0.0 0.0 1.58
C 2.483199 1.381591 0.514645 0.1 -0.1 0.1 0.24
N 1.787539 -0.860970 1.009424 -0.1 0.1 -0.1 0.41
C 2.019801 -2.286095 1.441214 0.1 0.2 0.0 2.09
C 0.712032 -2.997334 1.097645 0.1 0.0 -0.1 -2.33
C 0.757000 -4.502080 1.461897 0.0 0.0 0.0 0.09
C 1.002938 -4.611691 2.969316 0.0 0.0 0.0 -1.45
C 2.315501 -3.905717 3.323864 0.0 0.0 0.0 -0.11
C 3.478235 -4.537564 2.551024 0.0 0.0 0.0 -1.05
C 3.215799 -4.451322 1.044114 0.0 0.0 0.0 -0.16
C 1.903686 -5.160687 0.693654 0.0 0.0 0.0 -1.30
C 3.112117 -2.979492 0.611207 0.0 -0.1 0.1 -0.95
C 2.207844 -2.416778 2.961401 0.0 -0.1 0.0 -1.19
H 3.938304 4.245572 -0.412857 0.0 0.0 0.0 0.55
H 2.700890 4.410881 0.830545 0.0 0.0 0.0 0.33
H 2.283958 3.717094 -0.740188 0.0 0.0 0.0 0.20
H 5.370049 2.937632 1.205879 0.0 0.0 0.0 0.54
H 6.988907 1.471934 2.139116 0.0 0.0 0.0 0.49
H 6.731887 -0.276348 2.097866 0.0 0.0 0.0 0.39
H 6.182878 0.662564 3.480200 0.0 0.0 0.0 0.32
H 4.279786 -1.071837 2.117754 0.1 0.0 0.0 0.92
H 1.527918 1.543018 0.038772 -0.1 0.0 0.0 -0.66
H 0.525038 -2.944810 0.001733 0.1 0.0 0.0 -0.38
H -0.123752 -2.583038 1.687926 0.0 0.1 0.0 0.67
H -0.199213 -4.954552 1.194554 0.0 0.0 0.0 0.58
H 1.054244 -5.666221 3.247442 0.0 0.0 0.0 0.59
H 0.170706 -4.173466 3.529118 0.0 0.0 0.0 0.41
H 2.495742 -3.986193 4.396492 0.0 0.0 0.0 0.41
H 3.595523 -5.581997 2.846825 0.0 0.0 0.0 0.59
H 4.417863 -4.034358 2.802153 0.0 0.0 0.0 0.52
H 4.038497 -4.912456 0.496391 0.0 0.0 0.0 0.41
H 1.955787 -6.216832 0.965146 0.0 0.0 0.0 0.58
H 1.723786 -5.115954 -0.385662 0.0 0.0 0.0 0.41
H 2.813788 -2.943853 -0.441389 0.0 0.0 0.0 -0.15
H 4.078391 -2.487646 0.689225 0.0 0.0 0.1 0.99
H 3.082959 -1.878985 3.321105 0.0 -0.1 0.0 0.86
H 1.335991 -1.977133 3.460068 0.0 0.0 0.0 0.31
```
Forces are in eV/Å.

Total energy = -91594.26063 eV
Spin multiplicity = 3
Total charge = +3

Here is a 2-piece molecular cluster, C5H10BNO3 overall at a distorted geometry from the Open Molecules 2025 dataset. Energies are from wB97M-V/def2-TZVPD.

```
20
Properties=species:S:1:pos:R:3:forces:R:3:mulliken_charge:R:1
B -0.911791 1.179674 -0.279471 0.4 0.2 0.7 0.50
C 0.450387 0.959077 0.399493 -1.4 -1.2 -0.3 -0.55
C 1.603042 0.431103 -0.235895 0.5 -0.1 -0.5 0.88
C -0.718415 -1.388688 -0.308161 2.4 1.0 -0.8 0.82
C 2.839065 0.208994 0.597126 0.0 -0.1 0.0 -1.29
C -1.935987 -1.710068 0.405108 -0.7 -0.4 0.3 -1.12
N 1.653009 0.025933 -1.460259 0.7 0.5 -0.3 -0.87
O 0.051186 -1.759396 -1.103039 -1.6 -0.2 1.1 -0.32
O -1.087788 1.175441 -1.640310 0.1 -0.1 -0.5 -0.59
O -2.064667 1.427096 0.461199 -0.4 0.1 -0.2 -0.65
H 0.503856 1.037554 1.481883 0.0 0.1 0.1 0.30
H 3.657660 -0.094807 -0.049375 0.0 0.0 0.0 0.37
H 2.666653 -0.573854 1.337032 0.0 0.0 0.1 0.27
H 3.108165 1.125241 1.119370 0.1 0.0 0.1 0.33
H -2.254495 -2.744023 0.235518 0.1 0.1 -0.1 0.36
H -2.707890 -1.014825 0.068035 0.1 0.0 0.0 0.32
H -1.793833 -1.528870 1.470435 0.1 0.0 -0.1 0.29
H 0.832758 0.278898 -2.002750 -0.1 0.0 0.2 0.37
H -1.975517 1.429615 -1.894664 -0.2 0.1 0.0 0.29
H -1.915401 1.535896 1.398724 0.1 0.0 0.2 0.29
```
Forces are in eV/Å.

Total energy = -13656.03407 eV
Relative energy (zero: lowest compared OMol25 entry of this formula, charge and spin) = 2.060 eV

Question: The lowest total energy belongs to which entry?
Answer: C50H40CsF3N10O4PS3

Question: Among the records above, which one has the highest total energy?
Answer: C5H10BNO3